The ion C8H10NOS with charge +1, computed with the ωB97M-V functional and the def2-TZVPD basis.

Properties
- LUMO energy: -5.759 eV
- E_HOMO: -12.74 eV
- Energy: -22819.7701 eV
- Energy above the lowest of the compared OMol25 structures with the same formula, charge and spin: 3.075 eV
- Gap between HOMO and LUMO: 7.0 eV

Structure (ORCA input):
```
! RIJCOSX wB97M-V def2-TZVPD def2/J DEFGRID3
* xyz 1 1
C 2.0124 -0.0754 0.7265
C 3.1292 0.4813 1.1076
C 2.1487 1.5895 -0.8918
C 1.3557 0.4733 -0.4624
C -2.0521 -0.9779 -0.3708
C -0.5395 -1.2926 -0.7951
C -2.2408 -0.2240 0.8955
C 0.1947 -0.0516 -1.0264
N -1.4565 1.0340 0.8230
O -1.9768 2.0373 1.2128
S 3.5253 1.8114 -0.0163
H 1.4412 -0.8803 1.3199
H 3.8931 0.4026 1.8367
H 1.9207 2.2049 -1.7862
H -2.3926 -0.4753 -1.2436
H -2.4911 -1.9252 -0.4727
H -0.2123 -1.9035 0.0117
H -0.6798 -1.7704 -1.8378
H -3.3192 -0.1882 0.9999
H -1.8645 -0.7818 1.7411
H -0.3959 0.5120 -1.7716
*
```

A structure of composition C14H22O5PPt, computed with the ωB97M-V functional and the def2-TZVPD basis.

Properties
- LUMO energy (alpha / beta): -3.866 / -5.580 eV
- E_HOMO (alpha / beta): -9.62 / -12.43 eV
- Energy: -37636.5497 eV
- Gap between HOMO and LUMO (alpha / beta): 5.8 / 6.9 eV

Structure (ORCA input):
```
! RIJCOSX wB97M-V def2-TZVPD def2/J DEFGRID3
* xyz 1 3
O -0.0827 0.0187 -6.3498
C -0.6555 0.0432 -5.3495
Pt -0.8222 0.1605 -2.4908
O 1.8207 0.2040 -4.1566
C 0.9004 0.1541 -3.4779
C -2.9667 0.1552 -2.2540
O -3.7925 0.1713 -1.4094
C -0.9150 -1.8504 -2.5485
O -1.2600 -2.9358 -2.5573
C -0.8075 2.1180 -2.4473
O -1.0763 3.2737 -2.6349
H -2.6663 0.2384 -3.3236
C -0.7791 2.6550 1.1224
C 0.3874 1.6470 1.2796
C 0.6370 1.4021 2.7782
P 0.1400 0.2295 0.1344
C 1.8020 -0.5176 -0.1330
C 2.7455 -0.3804 1.0665
C 1.8146 -1.9698 -0.6204
C -0.8848 -1.0116 1.1576
C -0.0897 -1.7601 2.2050
C -2.1416 -0.4340 1.7381
H -1.7303 2.2262 1.5257
H -0.9099 2.9268 0.0515
H -0.4990 3.5586 1.7093
H 1.3099 2.0971 0.8806
H -0.2659 1.0946 3.3316
H 1.4502 0.7000 3.0192
H 0.9378 2.3713 3.2224
H 2.1923 0.1415 -0.9230
H 2.4603 -1.0345 1.9084
H 3.7408 -0.7207 0.7373
H 2.8622 0.6551 1.4246
H 1.1548 -2.1273 -1.4856
H 2.8571 -2.1880 -0.9199
H 1.5410 -2.6705 0.1908
H -1.1544 -1.7150 0.3653
H 0.2850 -1.1334 3.0225
H -0.7957 -2.4657 2.6505
H 0.7418 -2.3560 1.8171
H -2.7709 0.1201 1.0430
H -2.7303 -1.2884 2.0836
H -1.9843 0.1970 2.6162
*
```

The ion C13H20BBrF3O5 with charge -1, computed with the ωB97M-V functional and the def2-TZVPD basis.

Properties
- LUMO energy: 2.842 eV
- E_HOMO: -5.56 eV
- Energy: -102918.0779 eV
- Gap between HOMO and LUMO: 8.4 eV

Structure (ORCA input):
```
! RIJCOSX wB97M-V def2-TZVPD def2/J DEFGRID3
* xyz -1 1
C 1.4135 -1.9641 3.2043
C 1.0838 -0.8170 2.6050
C -0.0026 -0.7075 1.5337
Br -1.5445 0.0743 2.6127
O -0.3122 -1.9497 1.1380
B -0.2660 -2.0747 -0.3589
C -1.8107 -2.4334 -0.8207
C 0.6990 -3.3875 -0.7489
F 1.1270 -4.0838 0.3569
F 1.8578 -3.0582 -1.4238
F 0.1034 -4.3302 -1.5473
O 0.2869 -0.8120 -0.7857
C 0.4094 0.1573 0.2340
C 1.8905 0.5146 0.3415
C 2.4464 1.3488 -0.8291
C 2.7505 0.5187 -2.0905
O 2.1460 1.0199 -3.2679
C -0.4992 1.3120 -0.1595
C -1.8767 0.9319 -0.6249
O -2.5467 2.0861 -1.2049
C -2.7541 3.1359 -0.3844
C -3.3443 2.9032 0.9807
O -2.5401 4.2696 -0.7792
H 2.3053 -1.9750 3.8149
H 0.8408 -2.8703 3.1194
H 1.5794 0.0906 2.9178
H -2.0884 -3.3938 -0.3918
H -1.9739 -2.4324 -1.8982
H -2.4823 -1.7112 -0.3575
H 2.1010 1.0799 1.2426
H 2.4437 -0.4186 0.3407
H 3.3972 1.7438 -0.4673
H 1.8346 2.2136 -1.0593
H 2.3761 -0.4876 -1.9473
H 3.8339 0.4420 -2.2063
H 2.5643 1.8460 -3.5047
H -0.5637 2.0311 0.6621
H -0.0463 1.8563 -0.9820
H -1.8483 0.1960 -1.4132
H -2.5063 0.5244 0.1583
H -3.0011 1.9994 1.4722
H -4.4272 2.8667 0.9216
H -3.0560 3.7449 1.5969
*
```

An isolated molecule of CH4Cl2OSi, computed with the ωB97M-V functional and the def2-TZVPD basis.

Properties
- LUMO energy: 0.713 eV
- SMILES: CO[SiH](Cl)Cl
- E_HOMO: -10.98 eV
- Energy: -36075.1501 eV
- Energy above the lowest of the compared OMol25 structures with the same formula, charge and spin: 1.220 eV
- Gap between HOMO and LUMO: 11.7 eV

Structure (ORCA input):
```
! RIJCOSX wB97M-V def2-TZVPD def2/J DEFGRID3
* xyz 0 1
C -0.4733 0.1435 -0.6991
O 0.7753 0.6289 -0.2012
Si 2.1394 0.0500 0.4144
Cl 3.6620 1.1996 -0.1590
Cl 2.5178 -1.9099 -0.1044
H -1.0650 1.0308 -0.8088
H -0.9506 -0.5934 0.0637
H -0.3112 -0.5028 -1.6000
H 2.3856 -0.0707 1.9490
*
```

A cluster of 7 separate species, C38H61F32O16P3 in total, computed with the ωB97M-V functional and the def2-TZVPD basis.

Properties
- LUMO energy: 0.478 eV
- SMILES: FC(F)C(F)(F)COC(F)(F)C(F)F.FC(F)C(F)(F)COC(F)(F)C(F)F.FC(F)C(F)(F)COC(F)(F)C(F)F.FC(F)C(F)(F)COC(F)(F)C(F)F.CCOP(=O)(OCC)OCC.CCOP(=O)(OCC)OCC.CCOP(=O)(OCC)OCC
- E_HOMO: -10.09 eV
- Energy: -187983.7509 eV
- Energy above the lowest of the compared OMol25 structures with the same formula, charge and spin: 4.373 eV
- Gap between HOMO and LUMO: 10.6 eV

Structure (ORCA input):
```
! RIJCOSX wB97M-V def2-TZVPD def2/J DEFGRID3
* xyz 0 1
F 2.1488 0.7955 -0.6655
C 1.8656 -0.4483 -0.4999
F 2.7347 -1.1561 -1.2588
C 1.7582 -0.8216 1.0343
F 2.9593 -0.9275 1.5151
F 1.3404 -2.0997 1.0389
C 0.9611 0.0247 1.9087
O -0.3303 0.2016 1.2932
C -1.6017 0.4678 2.0114
F -1.8425 -0.3937 2.9188
F -1.5375 1.5681 2.7725
C -2.8837 0.5311 1.0984
F -2.8600 -0.5523 0.2784
F -4.0324 0.4444 1.8022
H 0.9484 -0.7065 -1.0294
H 1.4372 1.0050 1.8880
H 0.9017 -0.3421 2.9334
H -2.8735 1.3919 0.4300
F 6.5491 -4.0380 -2.3227
C 5.4545 -3.2743 -2.4315
F 5.9155 -2.1998 -3.1431
C 4.2267 -3.8476 -3.1241
F 3.2705 -2.9079 -3.3295
F 3.6515 -4.7257 -2.3600
C 4.5555 -4.5193 -4.5817
O 3.3689 -5.0964 -5.1560
C 3.2421 -6.5398 -5.1334
F 3.8715 -6.9475 -6.2226
F 3.7468 -7.1551 -4.0614
C 1.7857 -6.9182 -5.3277
F 1.2344 -6.3272 -6.4054
F 1.4766 -8.2958 -5.4215
H 5.2697 -2.9022 -1.4238
H 5.4297 -5.1639 -4.4900
H 4.9940 -3.7344 -5.1979
H 1.2585 -6.6943 -4.4003
F -6.1360 3.6933 4.7208
C -5.8633 3.3230 3.4641
F -4.7228 2.6465 3.5207
C -7.1667 2.6972 2.8523
F -7.3219 1.4769 3.4159
F -7.0881 2.4780 1.5193
C -8.4371 3.5450 3.0659
O -9.6264 3.1054 2.3526
C -10.0874 3.9778 1.2191
F -10.2198 5.2193 1.8060
F -9.1972 4.0728 0.3298
C -11.4365 3.3396 0.8730
F -12.2647 4.1321 0.1687
F -11.1730 2.1970 0.2757
H -5.5844 4.2585 2.9791
H -8.2094 4.6028 2.9340
H -8.6334 3.5610 4.1379
H -11.9745 3.2031 1.8111
F 5.6146 -5.2576 6.8570
C 6.9397 -5.1709 6.6278
F 7.3012 -6.4195 6.3085
C 7.3449 -4.2481 5.4311
F 8.5208 -4.5832 4.7833
F 7.6098 -3.0347 5.8967
C 6.2603 -4.1894 4.3133
O 6.6415 -3.2280 3.2442
C 5.5377 -2.8096 2.4272
F 5.0100 -3.8572 1.7362
F 4.5036 -2.3919 3.2148
C 6.0950 -1.6570 1.5903
F 7.1505 -2.0642 0.8684
F 5.2556 -1.1065 0.7592
H 7.5464 -4.9364 7.5025
H 5.2640 -4.0275 4.7248
H 6.2583 -5.2371 4.0128
H 6.5035 -0.9414 2.3039
C 1.3883 1.9584 -6.7913
C 2.7461 2.1561 -7.4901
O 3.8159 1.7380 -6.6243
P 4.4452 2.7619 -5.5635
O 3.4443 3.6722 -4.9719
O 5.6433 3.4158 -6.4450
C 6.9884 3.3050 -6.0956
C 7.7116 4.4112 -6.8474
O 5.2497 1.8070 -4.5593
C 4.5231 0.8771 -3.7091
C 5.3028 0.5620 -2.4148
H 1.1436 2.8654 -6.2384
H 0.6034 1.6898 -7.4982
H 1.4224 1.3072 -5.9178
H 2.7872 1.6743 -8.4669
H 2.7886 3.2107 -7.7623
H 7.1606 3.3517 -5.0203
H 7.3737 2.3765 -6.5168
H 7.5729 4.3388 -7.9261
H 7.4451 5.3728 -6.4087
H 8.7688 4.2646 -6.6262
H 3.5441 1.1732 -3.3323
H 4.2432 0.0397 -4.3484
H 6.3531 0.3154 -2.5700
H 5.4627 1.4909 -1.8675
H 4.7659 -0.0659 -1.7038
C -9.7672 2.8762 -4.7155
C -8.7394 3.4834 -3.6818
O -7.6401 4.3294 -3.9585
P -7.0618 5.3896 -2.9152
O -6.0349 6.2676 -3.6523
O -8.3452 6.0522 -2.3238
C -9.1090 7.1021 -2.9848
C -10.5407 6.7614 -2.8987
O -6.4969 4.3340 -1.7896
C -5.2693 3.7226 -1.8798
C -5.4729 2.1906 -1.7352
H -10.4122 3.5990 -5.2151
H -9.4534 2.2188 -5.5263
H -10.3587 2.0682 -4.2848
H -9.3614 3.9321 -2.9073
H -8.2494 2.6977 -3.1067
H -8.8814 7.9540 -2.3440
H -8.8684 7.2648 -4.0354
H -11.1507 7.6546 -3.0338
H -10.9219 6.0174 -3.5982
H -10.8625 6.2839 -1.9732
H -4.6674 3.8830 -2.7743
H -4.6846 4.0863 -1.0349
H -6.2655 1.9047 -1.0437
H -5.6741 1.7428 -2.7084
H -4.5899 1.7496 -1.2727
C 5.0486 -1.8918 8.0059
C 3.5726 -2.0434 7.6494
O 3.5884 -2.7470 6.3861
P 2.1530 -3.0426 5.6463
O 1.7645 -2.0121 4.6443
O 2.2429 -4.5699 5.1240
C 2.0320 -4.8687 3.7357
C 2.8996 -5.9519 3.2414
O 1.0074 -3.0877 6.8238
C 0.0444 -2.0415 6.9358
C -0.3069 -1.8094 8.4213
H 5.2349 -1.0373 8.6564
H 5.3691 -2.7783 8.5532
H 5.6021 -1.7689 7.0750
H 3.1034 -2.5875 8.4691
H 3.0079 -1.1215 7.5103
H 0.9943 -5.1775 3.8617
H 2.0495 -4.0868 2.9765
H 3.9421 -5.6488 3.3382
H 2.8338 -6.8779 3.8126
H 2.6640 -6.1720 2.2002
H 0.6537 -1.2293 6.5393
H -0.7395 -2.0318 6.1785
H -0.7387 -0.8188 8.5641
H -1.0352 -2.5570 8.7355
H 0.5873 -1.7401 9.0408
*
```

A structure of composition C24H31BrIN6O6Se2Ti, computed with the ωB97M-V functional and the def2-TZVPD basis.

Properties
- LUMO energy (alpha / beta): 1.947 / 0.391 eV
- E_HOMO (alpha / beta): -4.87 / -4.87 eV
- Energy: -278575.6649 eV
- Energy above the lowest of the compared OMol25 structures with the same formula, charge and spin: 0.000 eV
- Gap between HOMO and LUMO (alpha / beta): 6.8 / 5.3 eV

Structure (ORCA input):
```
! RIJCOSX wB97M-V def2-TZVPD def2/J DEFGRID3
* xyz -1 3
Ti 0.1483 0.8137 -0.1738
Br 2.1740 -3.4144 3.2875
C 2.4760 -0.8712 0.5484
C 3.6673 -1.2551 1.1401
C 4.5502 -0.2318 1.4778
C 4.2400 1.1132 1.2425
C 3.0001 1.4128 0.7133
N 2.1835 0.4204 0.3753
C 2.3356 2.7648 0.5093
O 2.9258 3.7838 0.8096
O 1.1200 2.6480 0.0788
H 3.8593 -2.2951 1.3614
H 5.4984 -0.4892 1.9331
H 4.9170 1.9149 1.5030
O -1.4883 -4.9190 1.6875
C -1.4377 -4.8705 0.2734
C -1.1382 -3.4219 -0.1689
C -1.1942 -3.4623 -1.7030
O -0.7004 -2.3267 -2.3651
C -2.2889 -2.5624 0.4232
Se -2.1695 -0.6345 0.7456
C 0.2474 -3.1055 0.4148
Se 1.1473 -1.7032 -0.5874
H -1.2068 -5.7819 1.9982
H -2.3912 -5.2010 -0.1609
H -0.6429 -5.5161 -0.1125
H -2.2305 -3.6783 -1.9974
H -0.5782 -4.2968 -2.0517
H -1.1461 -1.4779 -2.1279
H -2.5164 -2.9389 1.4241
H -3.1923 -2.7120 -0.1728
H 0.9011 -3.9726 0.3752
H 0.1783 -2.8404 1.4636
C 0.1521 1.0946 6.4569
C 0.1421 1.0088 4.9583
C 0.4248 -0.1807 4.2983
C 0.4088 -0.2039 2.9180
N 0.1480 0.8683 2.1655
C -0.0691 2.0299 2.7948
C -0.1064 2.1300 4.1719
H 0.0079 0.1131 6.9058
H -0.6264 1.7674 6.8170
H 1.1124 1.4820 6.8038
H 0.6774 -1.0931 4.8242
H 0.6534 -1.1317 2.4196
H -0.2152 2.8897 2.1552
H -0.3058 3.0910 4.6296
N -3.1767 3.3431 -0.7737
C -2.0291 2.7002 -0.8520
O -1.5317 2.1372 0.1607
C -1.3457 2.6448 -2.1833
I -4.6377 4.1670 -3.9814
H -3.6491 3.3718 0.1150
H -3.6351 3.7296 -1.6076
H -2.0070 3.0475 -2.9538
H -0.4607 3.2797 -2.1121
C -2.5222 0.6821 -4.3492
N -1.1430 0.9530 -3.9633
C -0.2153 1.2840 -4.8679
C 1.0825 1.5579 -4.5564
C 1.4587 1.3446 -3.1881
N 0.5704 1.0810 -2.2899
C -0.8733 1.1843 -2.5376
O -1.3991 0.2526 -1.6985
N 2.7843 1.3793 -2.8421
H -2.5462 -0.0646 -5.1427
H -3.0472 1.5894 -4.6608
H -3.0384 0.2790 -3.4811
H -0.5578 1.2937 -5.8965
H 1.8048 1.8216 -5.3121
H 3.4477 1.1820 -3.5707
H 3.0148 1.0009 -1.9375
*
```

A cluster of 2 separate species, CH5N3O2S in total, computed with the ωB97M-V functional and the def2-TZVPD basis.

Properties
- LUMO energy: 0.633 eV
- E_HOMO: -9.58 eV
- Energy: -20517.9048 eV
- Energy above the lowest of the compared OMol25 structures with the same formula, charge and spin: 0.501 eV
- Gap between HOMO and LUMO: 10.2 eV

Structure (ORCA input):
```
! RIJCOSX wB97M-V def2-TZVPD def2/J DEFGRID3
* xyz 0 1
C -1.2448 2.0373 -1.7155
N 0.6495 0.5924 0.5976
N -0.2409 2.0220 -2.3592
N -0.7172 -1.5189 0.6435
O -2.2109 2.2828 -1.1298
O 0.6540 -0.8512 -1.4261
S -0.3157 -0.3128 -0.4880
H 0.1045 1.1809 1.2099
H 0.3781 1.3028 -2.6710
H 1.3543 1.1340 0.1175
H -0.1514 -2.3529 0.6155
H -1.7032 -1.7289 0.6654
*
```

A structure of composition C39H48CaIOP2S, computed with the ωB97M-V functional and the def2-TZVPD basis.

Properties
- LUMO energy: -2.359 eV
- E_HOMO: -9.45 eV
- Energy: -99220.0328 eV
- Energy above the lowest of the compared OMol25 structures with the same formula, charge and spin: 0.000 eV
- Gap between HOMO and LUMO: 7.1 eV

Structure (ORCA input):
```
! RIJCOSX wB97M-V def2-TZVPD def2/J DEFGRID3
* xyz 1 1
Ca -0.1549 0.8711 0.7731
C -1.1765 2.0985 2.7806
C -0.9868 3.1816 1.8915
C -1.8807 3.0133 0.8040
C -2.6203 1.8266 1.0197
C -2.1863 1.2559 2.2442
C -2.7290 0.0121 2.8964
C -3.7737 1.3688 0.1745
C -2.1707 4.0302 -0.2591
C -0.1739 4.4155 2.1528
C -0.4720 1.8860 4.0935
H -1.9656 -0.5224 3.4700
H -3.1418 -0.6887 2.1659
H -3.5294 0.2443 3.6048
H -3.5329 1.3567 -0.8908
H -4.6369 2.0289 0.2982
H -4.0957 0.3622 0.4468
H -2.6344 3.5756 -1.1364
H -1.2715 4.5590 -0.5872
H -2.8660 4.7915 0.1066
H 0.0824 4.9366 1.2290
H 0.7564 4.2021 2.6834
H -0.7299 5.1272 2.7694
H -0.1981 0.8383 4.2562
H -1.0961 2.1752 4.9433
H 0.4442 2.4760 4.1573
I -2.6824 -1.5850 -2.3191
C -3.2541 -2.5927 -0.5721
C -4.5914 -2.5536 -0.2895
C -5.1461 -3.4114 0.6799
C -4.3573 -4.3523 1.2670
C -2.9700 -4.4117 0.9907
C -2.1867 -5.4442 1.5637
C -0.8486 -5.5227 1.3270
C -0.2220 -4.4908 0.6039
C -0.9300 -3.4566 0.0416
P 0.0110 -1.9420 -0.3781
C 0.9433 -2.2856 -1.9001
C 0.7172 -3.4123 -2.6832
C 1.4385 -3.6053 -3.8549
C 2.4011 -2.6858 -4.2423
C 2.6380 -1.5607 -3.4612
C 1.9027 -1.3550 -2.3046
C 1.3390 -1.9817 0.8879
C 2.6646 -2.3575 0.6886
C 3.5779 -2.2763 1.7318
C 3.1875 -1.8104 2.9800
C 1.8665 -1.4407 3.1952
C 0.9553 -1.5305 2.1527
C -2.3625 -3.4564 0.1301
H -5.2415 -1.8955 -0.8500
H -6.2037 -3.3563 0.8982
H -4.7772 -5.0773 1.9528
H -2.6820 -6.1775 2.1881
H -0.2564 -6.3255 1.7443
H 0.8600 -4.4848 0.5492
H -0.0260 -4.1396 -2.3817
H 1.2519 -4.4824 -4.4604
H 2.9701 -2.8463 -5.1486
H 3.3938 -0.8433 -3.7574
H 2.0676 -0.4612 -1.7117
H 2.9856 -2.7195 -0.2803
H 4.6035 -2.5828 1.5683
H 3.9065 -1.7500 3.7864
H 1.5451 -1.0976 4.1702
H -0.0962 -1.3101 2.3521
O 0.0146 1.3996 -1.4777
S -0.8623 1.9408 -2.5939
C -0.4892 0.9077 -4.0490
C 0.5213 1.6484 -4.9317
C 1.2211 2.6769 -4.0465
C 0.0974 3.3221 -3.2476
H -1.4237 0.6703 -4.5566
H -0.0842 -0.0035 -3.6119
H -0.0029 2.1654 -5.7375
H 1.2158 0.9456 -5.3913
H 1.7764 3.4141 -4.6253
H 1.9190 2.1858 -3.3637
H -0.5710 3.9107 -3.8809
H 0.4008 3.9222 -2.3912
C 4.0912 1.0729 0.0980
P 2.6682 1.9273 0.8676
C 2.6974 3.5104 -0.0458
C 3.3783 2.3967 2.4842
H 4.9803 1.7053 0.1333
H 3.8706 0.8363 -0.9441
H 4.2937 0.1399 0.6220
H 3.6872 3.9691 -0.0116
H 1.9691 4.1996 0.3796
H 2.4241 3.3228 -1.0853
H 4.3340 2.9087 2.3598
H 3.5291 1.5010 3.0878
H 2.6908 3.0527 3.0175
*
```

- Look up the energy of the first one.
  -22819.7701 eV

Please write out number 4 again, unchanged.
An isolated molecule of CH4Cl2OSi, computed with the ωB97M-V functional and the def2-TZVPD basis.

Properties
- LUMO energy: 0.713 eV
- SMILES: CO[SiH](Cl)Cl
- E_HOMO: -10.98 eV
- Energy: -36075.1501 eV
- Energy above the lowest of the compared OMol25 structures with the same formula, charge and spin: 1.220 eV
- Gap between HOMO and LUMO: 11.7 eV

Structure (ORCA input):
```
! RIJCOSX wB97M-V def2-TZVPD def2/J DEFGRID3
* xyz 0 1
C -0.4733 0.1435 -0.6991
O 0.7753 0.6289 -0.2012
Si 2.1394 0.0500 0.4144
Cl 3.6620 1.1996 -0.1590
Cl 2.5178 -1.9099 -0.1044
H -1.0650 1.0308 -0.8088
H -0.9506 -0.5934 0.0637
H -0.3112 -0.5028 -1.6000
H 2.3856 -0.0707 1.9490
*
```